(1)
{
  "formula": "C11H35CrN12O10",
  "method": "ωB97M-V/def2-TZVPD",
  "species": ["Cr", "N", "O", "O", "O", "C", "O", "N", "N", "H", "H", "H", "H", "C", "O", "N", "N", "H", "H", "H", "H", "C", "O", "N", "N", "H", "H", "H", "H", "C", "O", "N", "N", "H", "H", "H", "H", "C", "O", "N", "N", "H", "H", "H", "H", "C", "O", "C", "C", "N", "C", "C", "O", "C", "H", "H", "H", "H", "H", "H", "H", "H", "H", "H", "H", "H", "H", "H", "H"],
  "positions_angstrom": [[3.57261, -0.17687, 1.77860], [0.95217, 0.97407, 0.22569], [-0.12786, 0.39255, 0.18086], [1.77858, 0.68040, 1.15154], [1.25013, 1.86082, -0.57253], [-1.39595, 3.74431, 2.54126], [-0.36255, 4.02622, 3.15214], [-1.65893, 2.47461, 2.10708], [-2.37315, 4.64748, 2.31677], [-2.41195, 2.38018, 1.45283], [-0.98535, 1.77601, 2.34748], [-2.11377, 5.61292, 2.41211], [-3.22230, 4.36620, 1.86497], [3.66646, -2.09798, -0.88670], [3.27302, -1.68172, 0.24037], [2.92053, -2.96532, -1.58341], [4.83321, -1.73936, -1.46245], [2.01434, -3.23813, -1.23316], [3.17577, -3.17470, -2.52926], [4.96196, -2.12674, -2.37723], [5.36794, -0.99607, -1.05714], [2.46523, -2.35369, 3.79449], [2.39623, -1.49964, 2.87874], [1.56998, -3.35086, 3.87893], [3.38497, -2.27789, 4.77771], [1.66929, -4.10392, 4.53347], [0.86682, -3.34316, 3.15276], [4.12982, -1.61357, 4.85170], [3.38698, -3.06587, 5.40479], [-2.67144, -1.87567, 2.69102], [-3.07650, -2.34078, 1.62049], [-3.05391, -2.26377, 3.93313], [-1.77592, -0.85471, 2.65059], [-3.81705, -2.91933, 3.96261], [-2.53746, -2.00523, 4.74903], [-1.59569, -0.21454, 3.40174], [-1.55297, -0.62943, 1.69166], [1.75725, 4.94247, -2.69388], [1.96867, 6.05755, -3.15111], [0.48629, 4.46056, -2.58182], [2.73977, 4.15514, -2.15371], [-0.18079, 5.08464, -3.00199], [0.18715, 3.78653, -1.89975], [3.67223, 4.19272, -2.51726], [2.43408, 3.30228, -1.71615], [-0.86772, -4.58922, 0.30891], [-0.68104, -3.90327, -0.92464], [-1.31604, -2.63020, -0.91967], [-0.78449, -1.80038, -2.08973], [-1.42134, -0.47405, -2.09672], [-0.83554, 0.32955, -3.20509], [-1.48674, 1.69673, -3.14987], [-2.80342, 1.58498, -3.64630], [-3.54360, 2.78102, -3.58381], [-0.36684, -4.07194, 1.13701], [-0.49566, -5.60210, 0.16937], [-1.92647, -4.64621, 0.56880], [-0.99438, -2.11509, -0.01019], [-2.39818, -2.70150, -1.02898], [-0.89295, -2.37342, -3.01250], [0.30270, -1.73233, -1.90933], [-0.92669, -0.03136, -1.32437], [-0.96251, -0.17335, -4.15978], [0.19825, 0.55770, -2.90626], [-0.95940, 2.52172, -3.64349], [-1.54415, 2.05535, -2.10787], [-4.54963, 2.54695, -3.92537], [-3.18123, 3.54211, -4.28549], [-3.53087, 3.21959, -2.58167]],
  "forces_ev_per_angstrom": [[-3.0, -1.6, -0.8], [-0.4, 1.0, -1.1], [0.7, 0.1, 0.9], [1.1, -0.2, 1.0], [0.1, -0.5, 0.3], [1.4, -0.1, 1.1], [-0.6, -0.3, -0.5], [-0.4, 0.8, 0.2], [-0.2, 0.2, -0.2], [0.2, -0.8, -0.1], [-0.1, -0.2, -0.4], [-0.2, 0.0, 0.0], [-0.1, 0.4, -0.1], [-0.4, 0.0, 0.2], [0.9, 0.6, 0.2], [0.2, 0.3, 0.5], [-0.9, -0.4, 0.5], [-0.2, 0.0, -0.1], [-0.3, -0.2, -0.1], [0.8, 0.5, -0.2], [0.3, 0.0, -0.4], [0.4, 0.3, 0.6], [0.9, 0.8, -0.6], [0.2, 0.9, -0.8], [-0.4, -1.1, 0.1], [-0.2, -0.1, 0.0], [-0.1, -0.4, 0.2], [-0.1, 0.2, -0.2], [0.4, 0.3, 0.3], [-0.4, 0.2, -1.3], [0.0, -0.2, 1.5], [-0.5, -0.5, -0.3], [0.7, -0.1, -0.4], [0.2, 0.0, 0.3], [-0.1, 0.0, 0.2], [-0.1, 0.0, 0.0], [0.3, 0.5, 0.3], [0.4, 1.4, 0.5], [0.2, -0.8, -0.5], [-0.3, 0.0, -0.4], [-0.3, -0.6, 0.3], [-0.2, 0.0, 0.3], [0.1, -0.1, 0.0], [0.0, 0.3, 0.0], [0.2, -0.2, -0.2], [-0.4, 0.1, -0.6], [0.2, -0.2, 0.3], [0.5, 0.5, -0.7], [0.1, -0.5, 0.6], [1.2, -0.6, -0.8], [-0.3, 0.8, 1.4], [-1.0, 0.5, -0.1], [-0.1, 0.1, -0.1], [0.1, 0.0, -0.5], [0.2, 0.0, 0.0], [0.2, 0.1, 0.1], [-0.1, 0.1, 0.0], [-0.6, 0.1, 0.2], [0.0, -0.1, 0.5], [-0.3, 0.3, -0.2], [0.2, 0.2, -0.2], [-1.1, -0.1, 0.1], [0.2, 0.2, -0.1], [0.4, -0.5, -0.8], [0.3, -0.4, -0.5], [0.1, -0.4, 0.2], [-0.1, 0.0, 0.4], [0.3, 0.0, 0.0], [-0.2, -0.1, 0.1]],
  "charge": 1,
  "spin_multiplicity": 5,
  "total_energy_ha": -2893.82939,
  "s2": 6.008,
  "orbital_gap_ha": [0.1750, 0.1937],
  "lumo_ev": [-5.80, -5.29]
}

***

(2)
{
  "formula": "C11H38BF4O8",
  "method": "ωB97M-V/def2-TZVPD",
  "species": ["B", "F", "F", "F", "F", "C", "O", "H", "H", "H", "H", "C", "O", "H", "H", "H", "H", "C", "O", "H", "H", "H", "H", "C", "O", "H", "H", "H", "H", "C", "O", "H", "H", "H", "H", "C", "C", "O", "H", "H", "H", "H", "H", "H", "C", "C", "O", "H", "H", "H", "H", "H", "H", "C", "C", "O", "H", "H", "H", "H", "H", "H"],
  "positions_angstrom": [[0.36759, 0.95180, -0.02849], [0.93865, 0.03257, -0.91894], [-0.44104, 0.20844, 0.86423], [1.43424, 1.59558, 0.63901], [-0.39965, 1.84778, -0.77771], [-3.50315, -0.98831, 1.73516], [-4.02473, -0.90062, 0.43400], [-3.16144, -1.99366, 1.99034], [-2.67658, -0.27377, 1.81873], [-4.18874, -0.65319, 2.51922], [-3.28716, -0.90077, -0.23162], [-2.35489, -0.28525, -2.54154], [-2.01655, -0.80926, -1.24196], [-3.36071, 0.13898, -2.44296], [-1.69052, 0.52120, -2.84108], [-2.46557, -1.14631, -3.20549], [-1.09570, -0.52856, -1.14639], [2.27058, 3.72435, -2.05861], [2.65420, 2.40269, -1.73152], [2.90929, 4.13264, -2.84013], [1.20392, 3.87806, -2.21670], [2.55010, 4.36320, -1.20655], [2.11119, 2.11134, -0.97636], [1.08753, 4.27585, 2.30891], [-0.21754, 3.86837, 1.97420], [1.16524, 5.14275, 2.96660], [1.58801, 3.39767, 2.72671], [1.64538, 4.54440, 1.40047], [-0.20094, 2.91513, 1.87714], [0.21405, -2.78339, 2.29099], [-0.52262, -2.53790, 1.10549], [-0.40332, -2.69291, 3.18993], [0.60817, -3.79707, 2.21347], [1.05333, -2.09133, 2.35968], [-0.41112, -1.60814, 0.85663], [-4.66567, 2.24938, 0.58512], [-3.21706, 2.66833, 0.87511], [-2.84451, 3.70968, -0.04437], [-5.31590, 3.05413, 0.23909], [-5.13294, 1.86288, 1.49138], [-4.57124, 1.51144, -0.20541], [-2.56819, 1.82266, 0.62798], [-2.95771, 2.93839, 1.90388], [-1.90058, 3.57427, -0.19421], [4.21175, -1.10945, -0.02818], [4.48937, -2.23047, 1.00293], [3.28480, -2.90210, 1.31524], [3.85584, -1.52955, -0.97393], [5.03391, -0.42079, -0.22610], [3.36258, -0.48327, 0.25630], [4.84506, -1.72301, 1.90031], [5.26362, -2.91089, 0.64262], [3.16338, -3.58639, 0.65046], [0.99889, -3.62642, -3.02679], [1.22540, -3.54929, -1.54708], [0.21925, -4.32131, -0.85746], [1.33574, -4.56835, -3.46458], [1.60687, -2.87121, -3.54357], [-0.01511, -3.42093, -3.36655], [1.15927, -2.54082, -1.13176], [2.17729, -3.98005, -1.22604], [-0.42362, -3.67920, -0.51925]],
  "forces_ev_per_angstrom": [[0.4, -0.6, -0.3], [-0.1, -0.4, -0.3], [0.2, 0.6, 0.2], [-0.6, 0.2, 0.2], [-0.1, 0.3, 0.4], [0.8, 0.6, 0.0], [-0.6, -0.2, -0.4], [0.1, 0.0, 0.0], [0.3, -0.3, 0.2], [-0.6, -0.1, -0.4], [-0.4, 0.0, 1.1], [-1.4, -0.5, 0.8], [1.0, 0.5, -1.2], [0.1, 0.1, -0.1], [0.2, -0.3, -0.2], [0.5, 0.4, -0.4], [-0.1, -0.3, 0.6], [0.8, 0.5, 1.5], [-0.3, 0.0, -0.4], [-0.3, -0.5, -0.5], [0.0, -0.2, -0.4], [-0.3, 0.2, 0.1], [0.5, 0.2, -0.4], [0.9, -0.8, -0.8], [-0.7, 0.7, 0.3], [-0.6, -0.2, 0.2], [0.4, 0.4, 0.3], [0.0, 0.0, 0.0], [0.0, -0.1, -0.1], [0.2, 0.1, -0.3], [-0.2, 0.2, -0.1], [-0.1, 0.0, -0.1], [0.0, 0.0, 0.2], [0.1, -0.1, 0.1], [-0.2, -0.1, 0.3], [0.6, 0.3, 0.4], [0.3, 0.0, -0.9], [0.0, -0.1, 0.3], [0.4, 0.3, 0.0], [0.0, -0.5, -0.2], [-0.6, -0.2, 0.2], [-0.2, -0.2, 0.3], [-0.5, 0.3, 0.1], [0.0, 0.2, -0.1], [-0.6, -0.3, -0.3], [-0.2, 1.6, -0.7], [0.3, -0.4, 0.2], [0.3, -0.1, -0.1], [0.3, -0.3, 0.1], [0.1, -0.1, 0.5], [0.0, -0.4, 0.2], [0.0, -0.1, 0.1], [-0.3, 0.0, 0.0], [1.0, 0.6, -1.2], [-1.3, -0.5, 1.2], [0.2, 0.0, -0.4], [-0.3, -0.2, 0.2], [0.1, 0.0, 0.2], [-0.2, -0.1, 0.5], [0.3, 0.2, -0.4], [0.2, 0.1, -0.4], [0.2, -0.2, 0.4]],
  "charge": -1,
  "spin_multiplicity": 1,
  "total_energy_ha": -1468.35783,
  "de_lowest_kcal_mol": 22.20,
  "orbital_gap_ha": 0.3549,
  "lumo_ev": 2.89
}

***

(3)
{
  "formula": "C11H40N10O9",
  "method": "ωB97M-V/def2-TZVPD",
  "species": ["N", "C", "N", "O", "H", "H", "H", "H", "N", "C", "N", "O", "H", "H", "H", "H", "N", "C", "N", "O", "H", "H", "H", "H", "N", "C", "N", "O", "H", "H", "H", "H", "N", "C", "N", "O", "H", "H", "H", "H", "C", "C", "C", "O", "H", "H", "H", "H", "H", "H", "H", "H", "C", "O", "H", "H", "H", "H", "C", "O", "H", "H", "H", "H", "C", "O", "H", "H", "H", "H"],
  "positions_angstrom": [[3.04574, 0.18196, 3.06836], [2.70174, -1.05304, 2.89036], [1.75474, -1.09904, 2.04636], [3.25374, -2.19004, 3.50236], [3.66574, 0.41296, 3.90436], [2.46574, 0.99896, 2.70136], [1.37074, -2.05304, 1.90136], [1.24574, -0.23704, 1.81836], [1.57074, 2.36696, 2.41736], [0.45474, 1.69196, 2.58736], [0.17374, 1.06696, 1.45236], [-0.37426, 1.73696, 3.70536], [1.84674, 2.81496, 3.31336], [2.10474, 2.59196, 1.59236], [-0.81526, 0.64896, 1.41336], [0.64574, 1.44796, 0.56336], [-4.35826, 0.27496, 0.66836], [-3.58026, 0.28296, 1.67236], [-4.21526, 0.72196, 2.66636], [-2.21126, 0.00296, 1.59536], [-3.82426, 0.27796, -0.17364], [-5.29326, 0.46996, 0.64736], [-3.66926, 0.67696, 3.60536], [-5.21026, 1.02796, 2.62236], [2.54574, 3.55996, -0.09764], [1.44574, 3.24396, -0.65064], [1.36674, 1.97996, -0.87064], [0.42374, 4.06296, -0.99664], [2.63274, 4.55396, 0.08736], [3.27374, 2.88696, 0.29536], [0.44574, 1.64596, -1.29564], [2.12874, 1.24996, -0.87264], [-3.13526, 1.97796, -2.36264], [-2.28226, 1.05196, -1.97164], [-2.85326, -0.06204, -1.63764], [-0.92626, 1.22196, -1.82064], [-2.70426, 2.80496, -2.82664], [-4.13026, 1.84496, -2.42864], [-2.18226, -0.76204, -1.33164], [-3.81026, -0.39204, -1.78464], [4.59574, -1.46304, -0.18564], [3.57174, -0.62104, -0.92064], [2.84074, -1.26304, -2.13964], [2.67874, -0.18004, -0.16864], [5.23874, -2.03004, -0.86564], [4.11974, -2.11004, 0.48536], [5.23474, -0.83204, 0.44736], [4.10174, 0.23996, -1.30964], [2.31174, -2.14304, -1.92364], [3.34974, -1.55004, -3.02064], [2.03074, -0.58704, -2.46264], [2.40974, -0.73104, 0.57036], [-0.25126, -1.53404, -0.56864], [-0.76726, -1.94304, -1.75664], [-0.90926, -1.73004, 0.37636], [-0.04726, -0.48404, -0.62564], [0.63674, -2.06604, -0.56364], [-0.32926, -1.42304, -2.44164], [-0.96126, -0.81204, -4.63564], [0.25974, -0.83504, -3.94964], [-1.70126, -1.47304, -4.21064], [-0.85726, -0.88604, -5.69264], [-1.39326, 0.11496, -4.43064], [0.95774, -0.29104, -4.38564], [-3.39326, -3.12904, 2.10236], [-4.38626, -2.36804, 2.73036], [-3.81626, -3.62804, 1.25136], [-3.12026, -3.80504, 2.89936], [-2.57426, -2.53304, 1.71536], [-4.81826, -1.83704, 2.06336]],
  "forces_ev_per_angstrom": [[3.2, 4.3, 3.1], [4.6, -6.5, 5.4], [-4.0, -3.8, -3.3], [-2.5, 5.7, -3.1], [-1.2, -0.7, -1.8], [1.3, -1.7, 0.9], [0.0, 1.3, 0.1], [-0.8, -0.7, 0.0], [2.7, 3.0, 4.2], [-6.6, 0.4, 3.5], [-2.1, -1.1, -1.4], [5.0, -0.4, -5.4], [0.0, 0.0, -1.2], [-0.9, 0.0, 0.0], [1.4, 0.8, -0.1], [-1.0, -0.8, 1.5], [1.0, -1.8, -5.6], [8.3, -0.7, -0.1], [-0.2, 1.5, 8.5], [-7.2, 0.5, 0.3], [-0.2, -0.1, -0.7], [-2.4, 0.7, 0.3], [-1.7, 0.3, -2.1], [1.7, -0.5, 0.3], [5.8, 2.9, 3.3], [-7.4, 3.1, -3.7], [-1.7, -5.1, -2.3], [4.8, -2.7, 2.0], [0.5, -0.3, 0.2], [-1.5, 1.4, -1.4], [1.5, 0.8, 0.4], [-1.1, 1.5, 0.4], [0.9, 3.4, -1.7], [5.8, 1.7, 0.7], [-0.2, -3.6, 1.0], [-7.2, -0.9, -1.5], [-0.8, -0.9, 0.8], [0.2, -0.1, -0.1], [-0.3, -0.5, -0.2], [0.8, 0.6, -0.6], [1.2, 0.7, -0.9], [5.1, -3.1, -5.8], [-0.2, 1.0, 0.0], [-5.4, 3.8, 4.9], [-0.1, 0.0, 0.1], [-0.8, -1.4, 0.9], [-0.1, 0.0, -0.2], [0.6, 0.4, -0.6], [-0.7, -1.4, 1.0], [1.3, 0.1, -0.9], [0.5, 0.1, 0.3], [-0.1, -0.7, 0.6], [-0.6, 0.4, 2.7], [-2.7, -0.8, -1.9], [1.0, 0.1, -1.9], [0.2, 0.6, 0.5], [2.2, -0.8, 1.5], [0.2, 0.0, -0.3], [-0.1, 0.5, 0.1], [1.5, -0.3, -0.3], [0.4, -1.0, 0.0], [0.1, -0.6, -0.9], [-0.9, 2.0, 0.0], [-1.1, -0.6, 0.5], [-0.1, -0.1, 0.1], [-0.7, 0.9, 0.3], [-0.2, -0.8, -0.4], [0.7, -0.5, -0.3], [0.4, 0.2, 0.4], [-0.2, 0.1, -0.1]],
  "spin_multiplicity": 1,
  "total_energy_ha": -1667.65057,
  "de_lowest_kcal_mol": 196.86,
  "orbital_gap_ha": 0.3013,
  "smiles": "NC(N)=O.NC(N)=O.NC(N)=O.NC(N)=O.NC(N)=O.CC(C)O.CO.CO.CO",
  "lumo_ev": -0.29
}

***

(4)
{
  "formula": "C11H40O9",
  "method": "ωB97M-V/def2-TZVPD",
  "species": ["C", "C", "O", "H", "H", "H", "H", "H", "H", "C", "C", "O", "H", "H", "H", "H", "H", "H", "C", "O", "H", "H", "H", "H", "C", "O", "H", "H", "H", "H", "C", "O", "H", "H", "H", "H", "C", "O", "H", "H", "H", "H", "C", "O", "H", "H", "H", "H", "C", "O", "H", "H", "H", "H", "C", "O", "H", "H", "H", "H"],
  "positions_angstrom": [[-2.45580, 3.70738, 1.18097], [-1.25311, 4.51069, 0.73284], [-0.04114, 3.75748, 0.80208], [-2.31092, 3.33436, 2.19335], [-2.65403, 2.88192, 0.49234], [-3.37124, 4.31610, 1.18753], [-1.12171, 5.34958, 1.41229], [-1.41861, 4.86428, -0.29036], [-0.10413, 2.99784, 0.17743], [4.78700, 0.20708, -0.50006], [3.28690, 0.28755, -0.44934], [2.91705, 1.60533, -0.65290], [5.12587, -0.80534, -0.26467], [5.22007, 0.88244, 0.23678], [5.15257, 0.45969, -1.49476], [2.94892, -0.05511, 0.53932], [2.86029, -0.37620, -1.20922], [1.93183, 1.63281, -0.66016], [1.95611, -2.93835, 2.31131], [1.25442, -4.14657, 2.13539], [2.75078, -2.82940, 1.56389], [1.25902, -2.11470, 2.18610], [2.39400, -2.86832, 3.31157], [1.85419, -4.86551, 2.34930], [-3.44710, 0.09886, 1.52697], [-3.55311, -0.81001, 2.58318], [-3.01100, -0.33100, 0.62095], [-4.42746, 0.53695, 1.29507], [-2.81098, 0.92548, 1.84084], [-4.10221, -1.54012, 2.28967], [-0.33348, 0.32971, 0.11403], [-0.03500, 1.39496, -0.79758], [0.53682, 0.12756, 0.73320], [-1.17929, 0.60409, 0.74522], [-0.56256, -0.59008, -0.43429], [-0.53221, 1.24084, -1.64487], [-2.53240, -3.53974, -1.17190], [-1.83123, -2.36723, -0.75636], [-2.07496, -3.97759, -2.07411], [-2.51891, -4.31403, -0.40158], [-3.55388, -3.27831, -1.43744], [-1.16294, -2.59794, -0.10802], [1.18783, -2.70896, -2.34041], [2.59887, -2.73654, -2.44085], [0.72745, -2.97216, -3.30388], [0.89604, -3.44830, -1.60548], [0.78932, -1.72776, -2.05852], [2.83250, -2.16037, -3.17557], [0.73114, 1.65712, 3.24753], [0.98257, 0.26505, 3.51510], [-0.34478, 1.80201, 3.28609], [1.23800, 2.31529, 3.95599], [1.04620, 1.93491, 2.23512], [1.92506, 0.13660, 3.64654], [-1.28309, 1.15563, -4.49585], [-1.51034, 0.91140, -3.12173], [-2.01612, 1.87892, -4.87595], [-0.31750, 1.65158, -4.59475], [-1.32076, 0.24688, -5.08576], [-1.99880, 0.09127, -3.00163]],
  "forces_ev_per_angstrom": [[-0.5, 0.1, -0.1], [0.3, -0.5, 0.0], [-0.4, -0.3, -0.3], [0.0, -0.2, 0.0], [0.1, -0.1, 0.1], [0.2, 0.0, 0.0], [0.1, 0.2, -0.2], [0.1, 0.2, 0.1], [0.0, 0.5, 0.3], [0.3, -0.4, 0.1], [0.3, -0.8, 0.3], [-1.4, 1.0, -0.2], [0.0, 0.0, 0.0], [0.1, 0.1, -0.1], [0.1, 0.1, 0.0], [-0.1, -0.2, 0.0], [-0.1, -0.1, 0.0], [0.8, 0.2, -0.2], [0.4, 0.3, -0.1], [-0.3, -0.3, 0.0], [0.0, 0.0, 0.1], [-0.1, 0.0, 0.1], [0.0, 0.1, 0.0], [-0.1, -0.1, -0.1], [-0.4, 0.7, -0.4], [0.1, -0.5, 0.4], [-0.1, -0.1, 0.0], [0.1, 0.0, -0.2], [0.0, -0.1, 0.2], [0.0, -0.1, 0.1], [0.0, -0.1, -0.3], [-0.2, -0.2, -0.6], [0.1, 0.2, 0.1], [0.3, -0.1, 0.0], [-0.1, 0.3, 0.1], [0.5, 0.2, 0.8], [0.6, -0.3, -0.3], [-0.5, -0.1, -0.3], [0.0, 0.2, 0.2], [-0.2, 0.1, 0.0], [-0.1, 0.1, 0.2], [0.0, -0.2, 0.1], [-0.3, 0.1, -0.5], [0.0, 0.2, -0.1], [0.0, -0.1, 0.2], [0.0, -0.1, 0.2], [0.2, 0.0, 0.2], [0.2, 0.0, 0.1], [0.3, -0.4, -0.5], [-0.2, 0.3, 0.0], [0.0, 0.0, 0.2], [-0.1, 0.0, 0.1], [0.1, 0.0, 0.2], [0.0, 0.1, 0.0], [-0.1, 0.8, -0.3], [-0.1, -0.3, 0.5], [-0.1, -0.3, 0.0], [0.1, -0.3, 0.0], [0.1, -0.1, -0.1], [0.0, 0.1, 0.0]],
  "spin_multiplicity": 1,
  "total_energy_ha": -1120.10737,
  "de_lowest_kcal_mol": 74.14,
  "orbital_gap_ha": 0.3591,
  "smiles": "CCO.CCO.CO.CO.CO.CO.CO.CO.CO",
  "lumo_ev": 0.25
}